(1)
{
  "formula": "H80O40",
  "method": "ωB97M-V/def2-TZVPD",
  "symbols": ["H", "H", "O", "H", "H", "O", "H", "H", "O", "H", "H", "O", "H", "H", "O", "H", "O", "H", "O", "H", "H", "O", "H", "H", "O", "H", "H", "O", "H", "H", "O", "H", "O", "H", "H", "O", "H", "H", "O", "H", "H", "O", "H", "H", "O", "H", "H", "O", "H", "H", "O", "H", "O", "H", "H", "O", "H", "O", "H", "H", "O", "H", "H", "O", "H", "H", "O", "H", "H", "O", "H", "H", "O", "H", "H", "O", "H", "H", "O", "H", "H", "O", "H", "H", "O", "H", "H", "O", "H", "O", "H", "H", "O", "H", "H", "H", "H", "H", "H", "O", "H", "H", "O", "H", "H", "O", "H", "H", "O", "H", "H", "O", "H", "H", "O", "H", "H", "O", "H", "H"],
  "xyz": [[-2.122591, -4.922816, 4.177152], [-2.801397, -4.107742, 3.161483], [-2.964175, -4.626604, 3.950906], [5.184445, 0.381209, 0.647013], [5.088575, -0.788100, -0.221477], [5.182283, 0.213984, -0.319761], [-1.595220, 1.054674, 5.570560], [-0.613528, 0.188526, 4.613432], [-1.516985, 0.359857, 4.876663], [-1.669288, -0.598785, -0.847376], [-0.629390, 0.196868, -1.568185], [-1.087851, -0.623569, -1.627806], [-5.167789, 1.189433, 3.857774], [-4.462486, -0.125527, 4.309744], [-5.302277, 0.233346, 3.951421], [1.053966, -2.612132, 1.102076], [1.609957, -1.850698, 1.344769], [1.987732, 5.157754, 2.213607], [2.961471, 5.330739, 2.122564], [3.537874, 0.986475, 2.930723], [2.666347, -0.250485, 3.197726], [3.581000, 0.062324, 3.216205], [0.158306, -5.687840, 3.268169], [-0.217459, -4.829443, 4.481950], [-0.245279, -4.838832, 3.512633], [2.057384, 3.433781, 4.366556], [3.536126, 3.457557, 3.750697], [2.660398, 3.068366, 3.727802], [4.075642, -3.367105, 0.838425], [4.923907, -4.152532, -0.215521], [4.655560, -3.275950, 0.067009], [-2.253475, 0.245175, 2.429331], [-3.071769, 0.722933, 2.421918], [-1.161811, 1.725122, 0.230535], [-1.412018, 0.463379, 0.823973], [-1.831370, 1.069285, 0.104671], [-2.541059, -2.253234, 4.539481], [-2.159708, -1.384608, 5.814774], [-1.922101, -2.116461, 5.231912], [0.222676, -0.356677, 2.513333], [0.423311, 0.942806, 1.778095], [-0.285353, 0.412450, 2.225216], [2.791478, -3.385219, -3.697959], [4.140516, -2.698499, -3.816566], [3.509968, -3.164744, -4.281367], [-4.073081, -2.837802, -0.671659], [-2.554402, -2.615455, -0.882564], [-3.199665, -3.250869, -0.570266], [1.568995, 0.416066, -2.956614], [1.721743, 1.884471, -2.665984], [1.250860, 1.111559, -2.374615], [-0.737198, 0.581475, -5.430454], [-0.797389, 1.464902, -5.619482], [2.598294, 3.462543, -5.143368], [1.589544, 2.387377, -5.608214], [2.547631, 2.585150, -5.640421], [-5.303267, -2.249309, 1.353574], [-4.780284, -1.742018, 1.953692], [-1.757466, 5.340464, -1.997322], [-1.346027, 6.429287, -1.035702], [-1.359796, 6.228783, -1.991566], [0.793043, 4.596160, -2.661166], [1.140988, 5.608970, -3.613591], [0.978263, 4.666288, -3.621547], [2.652041, 3.925773, -0.405310], [3.697249, 4.949585, -0.643698], [2.799816, 4.715494, -0.989827], [-0.098816, 1.860114, 4.493293], [-0.452699, 3.085837, 5.034048], [0.065704, 2.282325, 5.294790], [-1.927482, -1.084904, -4.528606], [-2.370599, -0.527807, -3.313526], [-2.823873, -0.732900, -4.171448], [-2.334706, 2.884606, -2.972587], [-1.256669, 2.236323, -2.282763], [-1.758794, 3.075092, -2.204629], [0.992082, -2.299754, -2.706522], [-0.346317, -2.398540, -1.894884], [0.216629, -2.832309, -2.566794], [1.837842, -1.048471, -4.563084], [1.472119, 0.053403, -5.516002], [1.357386, -0.166485, -4.583485], [-0.026129, -5.200789, -0.112406], [0.299020, -4.571253, 1.313508], [0.437588, -4.507274, 0.381783], [-1.052816, -2.880190, 1.672761], [-2.276135, -2.639317, 0.863823], [-1.344926, -2.366492, 0.930234], [-2.150445, 3.282000, 0.659770], [-2.239769, 4.192467, 0.979979], [6.122219, -0.585484, -3.028807], [4.998901, -0.621215, -2.040787], [5.201244, -0.793911, -2.973786], [-1.169856, 1.778624, -6.425530], [1.992503, -2.074939, 2.174724], [-5.374095, -1.215862, 2.528501], [2.948879, 5.569048, 1.180925], [-3.496681, 0.662907, 1.565767], [-3.112568, 4.181278, 1.353721], [2.406077, 2.237622, -0.464955], [2.989327, 1.762364, -1.023507], [1.481243, 1.993773, -0.805518], [0.328034, -5.624418, -2.481083], [0.163476, -4.700087, -2.731071], [-0.502419, -6.078672, -2.529899], [-1.194431, -2.460663, -5.351900], [-0.506151, -2.892290, -5.936644], [-0.560050, -2.647891, -4.639121], [3.461077, 0.752214, -4.116664], [3.251919, 1.397817, -4.843123], [4.386847, 0.623988, -3.992582], [0.631330, -1.778106, 4.483680], [-0.112316, -1.894876, 5.128401], [0.750354, -2.666328, 4.126543], [-5.341868, 0.097163, -0.366558], [-6.244953, -0.188395, -0.165920], [-5.341619, 0.633364, -1.125505], [-2.641467, 2.694380, 4.521204], [-3.484903, 3.069060, 4.665824], [-2.652638, 2.536542, 3.548248]],
  "forces_ev_per_angstrom": [[2.0, -0.8, 0.5], [-0.2, 0.0, -0.3], [-2.4, 0.8, -0.5], [-0.1, 0.6, -0.7], [0.1, 1.4, -0.4], [-0.2, -2.3, 1.5], [0.8, -0.6, -1.2], [0.2, 0.0, 0.5], [-1.3, 0.0, 0.8], [0.4, 0.2, -0.5], [0.8, 1.0, -0.1], [-1.1, -1.7, -0.1], [0.2, -0.6, 0.0], [-0.5, 0.7, -0.6], [0.0, -0.2, 0.7], [0.2, 0.3, -0.3], [-0.6, 0.0, -0.8], [1.4, 0.0, 0.4], [-1.7, 0.1, -0.7], [-0.3, -0.1, 0.3], [0.2, 0.3, 0.2], [0.0, -0.1, -0.3], [-0.1, 0.2, 0.1], [0.2, 0.1, -0.2], [0.5, -0.3, 0.1], [0.1, 0.2, 0.7], [-0.3, 0.6, 0.3], [0.0, -1.1, -0.9], [0.2, -0.1, -0.5], [-0.1, -0.1, 0.1], [-0.1, 0.5, 0.2], [0.5, -0.3, 0.0], [-1.1, 1.0, 0.8], [0.6, 1.3, -0.5], [-1.2, 0.7, -1.3], [0.8, -1.4, 1.7], [-1.1, 0.1, -0.6], [-0.3, 0.0, -0.8], [1.1, -1.0, 1.7], [-0.1, -0.6, -0.1], [-0.8, -0.5, 0.5], [1.5, 0.9, -0.4], [-0.1, -0.3, 0.5], [2.1, 1.8, 1.8], [-2.2, -1.4, -2.3], [0.5, 0.0, -0.2], [0.0, 0.1, -0.5], [-1.0, -0.2, 0.1], [0.1, 0.1, -0.5], [0.3, 0.5, -0.6], [-1.2, -0.2, 0.8], [-0.3, -3.5, -0.1], [1.1, 4.3, 0.9], [-0.2, -1.6, -0.8], [0.3, 0.2, 0.0], [-0.9, 2.1, 0.4], [-0.7, -0.4, -0.4], [0.5, 0.5, 0.9], [0.3, 0.2, -0.2], [0.0, 0.0, -0.6], [-0.2, -0.3, 0.9], [0.0, -0.5, -0.6], [0.1, 0.5, -0.6], [0.0, -0.1, 1.0], [-0.3, 0.2, -1.0], [-0.9, 0.1, -0.9], [1.4, 0.3, 1.7], [0.0, -1.8, -2.2], [0.4, -0.5, 1.1], [0.2, 3.3, 1.2], [-2.6, 0.4, -0.3], [-1.2, 0.2, -0.2], [3.4, -0.3, 0.8], [0.0, 0.7, 0.4], [0.2, 0.7, 0.4], [-0.2, -1.4, -0.9], [0.2, 0.6, 0.4], [0.6, 0.3, -0.4], [-0.6, -0.8, -0.3], [-0.4, 1.5, 0.1], [0.0, 0.3, 0.1], [-0.7, -3.0, -1.0], [0.2, 0.2, 0.3], [-0.5, -0.6, 0.7], [0.7, 0.2, -0.9], [0.5, -0.2, 0.6], [0.0, 0.1, -0.1], [-0.5, 0.7, 0.2], [-0.1, 0.3, -0.1], [0.6, -0.4, -0.2], [1.0, 0.1, -0.1], [-0.1, 0.2, -0.5], [-0.4, -0.6, 0.4], [-0.6, -0.7, -0.8], [0.6, -0.3, 1.0], [0.4, -0.1, -0.4], [0.4, 0.1, 0.1], [0.1, -0.4, -0.3], [-0.7, 0.2, 0.3], [-2.8, 0.3, 1.4], [0.9, -0.9, -0.8], [2.3, 0.2, 0.6], [0.6, 0.2, 0.2], [0.0, 0.0, 0.3], [-0.7, -0.3, -0.3], [3.0, -1.7, -0.9], [-1.7, 0.8, -0.7], [-0.9, 0.5, 1.6], [-0.3, 0.7, -0.2], [0.5, -0.4, 0.9], [0.9, 0.0, 0.0], [0.0, -0.1, 0.3], [0.3, 0.1, -0.9], [-0.1, 0.1, 0.0], [0.1, -1.3, 1.8], [0.3, 0.4, -0.3], [-0.3, 1.0, -1.6], [0.9, 0.0, -1.2], [-1.4, 0.8, 0.5], [0.2, -0.5, 0.8]],
  "energy_ev": -83197.198,
  "spin_multiplicity": 1,
  "e_lumo_ev": -0.54
}

***

(2)
{
  "formula": "H4O2",
  "method": "ωB97M-V/def2-TZVPD",
  "symbols": ["O", "H", "H", "O", "H", "H"],
  "xyz": [[-0.445514, -0.122698, 1.404414], [-0.411678, -0.935906, 1.908194], [0.166806, -0.262247, 0.682052], [0.452208, 0.123052, -1.280501], [0.638210, 0.886719, -1.826815], [-0.400031, 0.311080, -0.887343]],
  "forces_ev_per_angstrom": [[-0.7, 1.1, 0.2], [-0.3, -1.2, 0.9], [1.6, 0.0, -0.8], [0.0, -0.9, 0.8], [0.5, 0.8, -0.5], [-1.2, 0.2, -0.6]],
  "energy_ev": -4147.571,
  "charge": 1,
  "spin_multiplicity": 2,
  "e_lumo_ev": [-4.61, -12.85],
  "s2": 0.7568
}

***

(3)
{
  "formula": "H12O6",
  "method": "ωB97M-V/def2-TZVPD",
  "symbols": ["O", "H", "H", "O", "H", "H", "O", "H", "H", "O", "H", "H", "O", "H", "H", "O", "H", "H"],
  "xyz": [[1.202804, -2.595938, 1.332761], [2.083434, -2.732538, 1.682141], [0.972084, -1.707488, 1.604161], [-1.027106, 0.317862, 0.392681], [-0.888586, -0.628198, 0.437621], [-0.671846, 0.572242, -0.458979], [0.110634, 2.022502, 2.232481], [-0.336546, 1.409012, 1.649471], [0.927644, 1.580992, 2.464421], [-1.460966, -2.605868, 0.443911], [-0.663716, -2.815308, 0.930501], [-1.378166, -3.095308, -0.374509], [0.723164, 3.150192, -1.546019], [0.339074, 2.273932, -1.575859], [0.194684, 3.664762, -2.156059], [-0.181956, 0.705312, -2.159019], [-0.639256, -0.107818, -2.373339], [0.694614, 0.591662, -2.526369]],
  "forces_ev_per_angstrom": [[-0.1, -0.1, -0.1], [0.2, -0.2, 0.1], [0.0, 0.4, 0.1], [-0.1, 0.2, 0.5], [-0.4, -0.6, 0.0], [0.2, 0.3, -0.2], [0.3, 0.5, 0.6], [-0.4, -0.4, -0.5], [0.2, 0.0, 0.1], [-0.4, 0.4, -0.1], [0.4, -0.4, 0.2], [0.0, -0.2, -0.2], [0.5, 0.3, 0.1], [-0.3, 0.2, 0.1], [-0.1, 0.1, -0.1], [-0.1, -0.3, -0.4], [-0.4, -0.2, -0.1], [0.4, 0.0, -0.2]],
  "energy_ev": -12479.756,
  "smiles": "O.O.O.O.O.O",
  "spin_multiplicity": 1,
  "e_lumo_ev": -0.05
}